# 1
Computed, not measured: 2 unconnected molecules or ions with the total composition C4H10S, with ωB97M-V/def2-TZVPD.

Each line ends with the Löwdin charge.
Positions of all 15 atoms, in Å:
1 C 1.21 1.08 0.87  -0.127
2 C -0.03 0.73 0.00  -0.312
3 C -0.86 -0.43 0.47  -0.256
4 C -0.93 -1.63 -0.51  -0.109
5 S 1.61 1.30 -2.45  0.147
6 H 1.94 0.34 0.54  0.077
7 H 1.53 2.06 0.52  0.054
8 H 0.95 1.37 1.90  0.081
9 H 0.49 0.50 -1.01  -0.091
10 H -0.59 1.62 -0.28  0.104
11 H -1.90 -0.30 0.79  0.109
12 H -0.42 -0.87 1.37  0.106
13 H -1.36 -1.29 -1.46  0.073
14 H -1.63 -2.31 -0.01  0.069
15 H -0.01 -2.17 -0.74  0.075

Calculated values
Gap between HOMO and LUMO, eV: 6.521
HOMO, hartree: -0.3450
2S+1: 1

=====

# 2
Computed, not measured: 2 unconnected molecules or ions with the total composition C3H9NO2, with ωB97M-V/def2-TZVPD.

Each line ends with the Löwdin charge.
Positions of all 15 atoms, in Å:
1 C -0.93 1.42 -1.91  -0.321
2 O -0.95 1.13 -0.52  -0.099
3 C 0.43 1.98 -2.34  -0.098
4 H -1.13 0.53 -2.50  0.105
5 H -1.68 2.19 -2.03  0.105
6 H -0.29 0.44 -0.33  0.038
7 H 1.18 1.20 -2.32  0.066
8 H 0.38 2.41 -3.35  0.071
9 H 0.76 2.75 -1.64  0.070
10 C 0.83 -1.38 1.63  -0.402
11 N 0.51 -2.09 2.73  0.125
12 O 0.13 -1.31 0.64  0.006
13 H 1.81 -0.88 1.71  0.131
14 H -0.38 -2.57 2.74  0.109
15 H 1.07 -2.06 3.56  0.095

Calculated values
Gap between HOMO and LUMO, eV: 10.421
HOMO, hartree: -0.3529
Structure (SMILES): NC=O.CCO
2S+1: 1

=====

# 3
Computed, not measured: a molecular structure, C36H99FeO36, with ωB97M-V/def2-TZVPD.

Each line ends with the Mulliken spin population.
Positions of all 172 atoms, in Å:
1 Fe -3.20 -0.72 2.39  4.347
2 C -2.52 -3.97 0.30  0.007
3 C -3.01 -2.79 1.05  -0.016
4 O -3.60 -1.77 0.49  0.094
5 O -2.93 -2.71 2.30  0.111
6 H -1.51 -4.15 0.59  -0.001
7 H -2.57 -3.74 -0.81  -0.001
8 H -2.98 -4.84 0.67  0.003
9 C 0.15 0.90 0.31  0.031
10 C -0.87 -0.14 0.79  -0.039
11 O -1.75 0.21 1.75  0.192
12 O -0.84 -1.30 0.40  -0.014
13 H 0.30 1.70 1.04  -0.015
14 H -0.06 1.26 -0.67  -0.003
15 H 1.14 0.38 0.30  0.003
16 C -2.11 0.79 5.90  -0.002
17 C -2.59 0.15 4.64  -0.019
18 O -3.26 0.85 3.80  0.114
19 O -2.34 -1.06 4.36  0.111
20 H -3.02 0.88 6.45  0.002
21 H -1.63 1.77 5.64  -0.001
22 H -1.36 0.17 6.37  0.001
23 C 1.31 -2.51 4.72  0.001
24 C 0.54 -3.29 3.63  -0.002
25 O 1.13 -4.61 3.53  0.000
26 O 2.69 -2.35 4.47  0.000
27 H 1.04 -3.02 5.66  0.000
28 H 0.80 -1.54 4.78  -0.001
29 H 0.52 -2.67 2.71  -0.002
30 H -0.48 -3.52 3.99  0.001
31 H 2.07 -4.52 3.57  0.000
32 H 2.79 -1.55 4.04  0.000
33 C -5.18 -0.86 -1.96  -0.001
34 C -6.46 -0.93 -2.78  0.000
35 O -6.53 -2.15 -3.52  0.000
36 O -5.30 0.29 -1.10  -0.001
37 H -4.38 -0.73 -2.72  0.000
38 H -5.05 -1.67 -1.28  -0.002
39 H -6.47 -0.13 -3.50  0.000
40 H -7.28 -0.98 -2.05  0.000
41 H -6.22 -2.83 -2.93  0.000
42 H -5.14 1.05 -1.68  0.000
43 C 1.62 1.20 5.34  0.000
44 C 1.60 1.29 3.85  0.002
45 O 2.46 0.27 3.29  0.000
46 O 0.77 2.28 5.77  0.000
47 H 2.60 1.39 5.71  0.000
48 H 1.30 0.20 5.70  0.000
49 H 1.85 2.27 3.58  0.000
50 H 0.61 1.13 3.43  0.004
51 H 2.58 0.39 2.36  0.000
52 H 1.20 2.59 6.62  0.000
53 C -1.66 -1.03 -2.94  -0.001
54 C -0.15 -1.42 -2.94  -0.001
55 O 0.39 -1.35 -4.25  0.000
56 O -1.79 0.30 -3.40  0.000
57 H -2.06 -1.07 -1.88  -0.003
58 H -2.24 -1.65 -3.66  0.000
59 H -0.06 -2.42 -2.62  0.000
60 H 0.26 -0.69 -2.24  0.000
61 H 1.24 -1.80 -4.18  0.000
62 H -1.59 0.36 -4.35  0.000
63 C 4.80 -1.22 1.30  0.000
64 C 5.13 -2.72 1.41  0.000
65 O 4.95 -3.38 0.16  0.000
66 O 3.54 -1.13 0.69  0.000
67 H 5.57 -0.78 0.62  0.000
68 H 4.83 -0.77 2.32  0.000
69 H 4.41 -3.15 2.15  0.000
70 H 6.15 -2.81 1.62  0.000
71 H 4.21 -3.05 -0.34  0.000
72 H 3.52 -0.19 0.27  0.000
73 C 1.02 5.79 0.45  0.000
74 C 1.57 6.26 1.74  0.000
75 O 2.84 6.79 1.72  0.000
76 O 1.44 4.51 0.13  0.000
77 H 1.22 6.57 -0.31  0.000
78 H -0.08 5.70 0.53  0.000
79 H 1.40 5.47 2.51  0.000
80 H 0.91 7.02 2.09  0.000
81 H 3.49 6.09 1.63  0.000
82 H 1.49 4.30 -0.81  0.000
83 C 1.76 -3.90 -0.42  0.001
84 C 2.28 -5.15 -1.06  0.000
85 O 1.86 -5.30 -2.42  0.000
86 O 2.40 -2.75 -1.04  -0.001
87 H 1.94 -3.86 0.67  0.000
88 H 0.70 -3.88 -0.60  -0.001
89 H 1.90 -6.02 -0.50  0.000
90 H 3.38 -5.17 -1.04  0.000
91 H 2.38 -4.66 -2.94  0.000
92 H 2.44 -2.00 -0.39  0.000
93 C 4.37 -1.79 -3.82  0.000
94 C 4.33 -0.39 -4.43  0.000
95 O 3.71 0.62 -3.55  0.000
96 O 3.04 -2.23 -3.59  0.000
97 H 4.96 -1.82 -2.92  0.000
98 H 4.98 -2.35 -4.49  0.000
99 H 3.74 -0.44 -5.36  0.000
100 H 5.38 -0.14 -4.65  0.000
101 H 2.99 0.96 -4.17  0.000
102 H 2.79 -2.31 -2.62  0.000
103 C -1.96 3.69 2.46  0.002
104 C -1.90 4.19 3.87  0.001
105 O -0.54 4.67 4.14  0.000
106 O -3.27 3.39 2.04  -0.001
107 H -1.32 2.78 2.19  0.006
108 H -1.55 4.55 1.86  0.000
109 H -2.20 3.41 4.59  0.000
110 H -2.58 5.02 4.09  0.000
111 H -0.03 3.92 4.58  0.000
112 H -3.41 2.50 2.41  -0.002
113 C 2.73 4.59 -3.59  0.000
114 C 1.43 3.96 -3.51  0.000
115 O 1.30 3.30 -2.31  0.000
116 O 2.54 5.78 -2.80  0.000
117 H 2.95 4.86 -4.70  0.000
118 H 3.56 3.95 -3.22  0.000
119 H 1.32 3.22 -4.34  0.000
120 H 0.61 4.69 -3.79  0.000
121 H 0.33 3.25 -2.12  0.000
122 H 3.34 6.32 -2.74  0.000
123 C 4.01 2.45 -0.39  0.001
124 C 4.23 2.66 1.12  0.000
125 O 3.01 2.84 1.73  0.000
126 O 3.56 1.17 -0.75  -0.001
127 H 4.99 2.67 -0.83  0.000
128 H 3.32 3.21 -0.78  0.000
129 H 4.75 3.60 1.10  0.000
130 H 4.83 1.91 1.59  0.000
131 H 2.50 3.45 1.14  0.000
132 H 3.67 1.02 -1.69  0.000
133 C -0.51 -6.80 1.94  0.000
134 C -0.59 -8.01 1.00  0.000
135 O -1.25 -7.72 -0.19  0.000
136 O 0.29 -5.87 1.24  0.000
137 H 0.01 -7.14 2.88  0.000
138 H -1.48 -6.41 2.28  0.000
139 H -1.08 -8.85 1.47  0.000
140 H 0.47 -8.35 0.78  0.000
141 H -0.74 -6.90 -0.50  0.000
142 H 0.75 -5.31 1.92  0.000
143 C -0.14 1.30 -6.88  0.000
144 C 1.33 0.95 -6.77  0.000
145 O 1.71 0.83 -5.36  0.000
146 O -0.91 0.32 -6.07  0.000
147 H -0.47 1.27 -7.89  0.000
148 H -0.34 2.32 -6.52  0.000
149 H 1.94 1.75 -7.15  0.000
150 H 1.43 0.02 -7.30  0.000
151 H 1.28 0.06 -5.00  0.000
152 H -0.33 -0.33 -5.66  0.000
153 C -3.79 3.18 -1.60  0.001
154 C -2.49 2.58 -1.19  0.000
155 O -1.53 2.69 -2.27  0.000
156 O -4.42 2.28 -2.60  0.000
157 H -3.70 4.22 -1.93  0.000
158 H -4.58 3.33 -0.85  0.000
159 H -2.51 1.51 -0.83  0.006
160 H -2.01 3.12 -0.35  -0.002
161 H -1.48 1.72 -2.63  0.000
162 H -3.61 2.13 -3.18  0.000
163 C -6.01 0.53 1.74  0.000
164 C -6.27 -0.90 1.96  0.000
165 O -5.32 -1.39 2.90  0.044
166 O -4.58 0.61 1.40  0.059
167 H -6.11 1.11 2.67  -0.002
168 H -6.60 1.09 1.00  0.001
169 H -6.13 -1.55 1.03  0.002
170 H -7.27 -0.90 2.38  0.000
171 H -5.20 -2.35 2.98  -0.001
172 H -4.52 0.50 0.41  -0.008

Calculated values
Gap between HOMO and LUMO (alpha / beta), eV: 9.919 / 8.834
HOMO (alpha / beta), hartree: -0.3512 / -0.3512
⟨S²⟩: 8.757
2S+1: 6

=====

One value per record, in order, for strongest force on any atom: 2.28 1.01 4.20 eV Å⁻¹.